(1)
Here is a cluster of 3 separate species, C4H13NO2 in total from OMol25. Energies are from ωB97M-V/def2-TZVPD.

Geometry (Å):
N -2.4644 1.6973 -0.1590
C -1.9588 0.6625 -1.0981
C -0.5165 0.4573 -0.6712
C -0.5821 0.5693 0.8387
C -1.5345 1.7358 1.0155
H -3.3931 1.4889 0.1794
H -2.5684 -0.2357 -1.0498
H -2.0486 1.0771 -2.1020
H -0.0738 -0.4456 -1.0345
H 0.0581 1.2920 -1.0681
H -0.9653 -0.3615 1.2534
H 0.3592 0.7770 1.3412
H -2.1045 1.7686 1.9466
H -0.9920 2.6820 0.9447
H 3.8985 -1.4233 1.7534
H 2.6974 -1.7714 0.9340
O 3.3144 -2.1804 1.5732
H 3.0673 -1.7963 -1.4885
H 3.1733 -3.3588 -1.3905
O 2.6338 -2.6348 -1.7184

Results
LUMO level (spin up / spin down) = 3.50 / 3.41 eV
E_HOMO (spin up / spin down) = 0.031 / -0.222 Eh
2S+1 = 2
Gap between HOMO and LUMO (spin up / spin down) = 2.7 / 9.4 eV
Total charge = -1

Atom charges from the Löwdin analysis, given in e for atoms 1 to 6: N -0.082; C -0.240; C -0.236; C -0.243; C -0.244; H 0.075


(2)
Here is a cluster of 2 separate species, C4H13NO2 in total from OMol25. Energies are from ωB97M-V/def2-TZVPD.

Geometry (Å):
C -1.1189 2.2145 1.1187
N -1.7064 0.9590 0.7484
C -1.2816 -0.2009 1.5297
C -0.1647 -1.0763 0.9520
C -0.1049 -1.0076 -0.5803
O 0.7443 -2.0290 -1.0642
H -1.4424 2.5195 2.1118
H -0.0254 2.2771 1.0715
H -1.5566 3.0170 0.5224
H -1.7553 0.7894 -0.2434
H -1.0212 0.1886 2.5116
H -2.1730 -0.8080 1.7119
H 0.8228 -0.7098 1.2410
H -0.3017 -2.1206 1.2253
H 0.2846 -0.0336 -0.8896
H -1.0712 -1.1524 -1.0779
H 1.5859 -1.6992 -1.4111
H 4.0090 -0.8643 -2.9922
H 3.1927 0.2757 -3.5107
O 3.0839 -0.5390 -2.9749

Results
LUMO level (spin up / spin down) = 3.50 / 3.35 eV
E_HOMO (spin up / spin down) = 0.031 / -0.221 Eh
2S+1 = 2
Gap between HOMO and LUMO (spin up / spin down) = 2.7 / 9.4 eV
Total charge = -1

Atom charges from the Löwdin analysis, given in e for atoms 1 to 6: C -0.181; N -0.142; C -0.247; C -0.182; C -0.379; O -0.177


Among the structures shown above, (1) is the most stable, with the second-best lying 11.7 kcal/mol higher.